Density functional theory data (ωB97M-V with the def2-TZVPD basis set) for 2 unconnected molecules or ions with the total composition C3H12N2O in a non-equilibrium geometry.

As for the electronic energy: -8332.3864 eV. As for the LUMO energy: 0.7 eV. The SMILES is NCCCN.O. The energy above the lowest of the compared OMol25 structures with the same formula, charge and spin comes out at 90.3 kJ/mol. For the HOMO-LUMO gap, the calculation gives 0.36419 Ha.

Each line ends with the Mulliken charge.
Element x y z (Å)
O  0.035  -2.224  -2.138  -0.621
N  -0.100  2.383  -1.101  -0.673
N  -0.180  -0.595  2.712  -0.705
C  0.039  0.721  0.588  -0.787
C  0.316  -0.616  1.255  -0.280
C  -0.010  0.884  -0.967  -0.185
H  0.885  0.369  -1.453  0.276
H  -0.116  -2.899  -2.874  0.307
H  0.418  0.085  3.248  0.243
H  -0.218  -2.527  -1.238  0.323
H  0.642  1.481  0.962  0.445
H  -0.286  2.593  -2.104  0.237
H  1.335  -0.936  1.159  0.344
H  -0.982  0.953  0.903  0.319
H  0.066  -1.488  3.183  0.237
H  -0.958  0.379  -1.375  0.225
H  -0.896  2.715  -0.540  0.227
H  -0.281  -1.383  0.707  0.068